{
  "formula": "C4H14N2",
  "method": "ωB97M-V/def2-TZVPD",
  "elements": ["C", "C", "N", "H", "H", "H", "H", "H", "H", "H", "C", "C", "N", "H", "H", "H", "H", "H", "H", "H"],
  "xyz": [[-1.61716, -0.35073, 1.67144], [-2.57918, -1.11445, 0.76378], [-1.91658, -2.33022, 0.32506], [-1.75857, 0.72304, 1.78508], [-0.62361, -0.52860, 1.27346], [-1.66725, -0.75221, 2.68090], [-2.77828, -0.51683, -0.12838], [-3.51841, -1.26778, 1.30517], [-1.59517, -2.89140, 1.10989], [-2.46577, -2.92584, -0.27630], [1.21580, 1.08021, -0.30201], [2.60459, 1.00811, -0.92657], [2.58338, 1.28534, -2.37419], [0.48575, 0.54419, -0.90543], [0.96647, 2.12646, -0.17844], [1.29050, 0.65613, 0.69670], [2.96565, -0.01257, -0.77196], [3.31149, 1.68147, -0.43592], [1.72611, 1.72070, -2.68054], [3.37026, 1.86499, -2.63174]],
  "gap_ev": 10.1004,
  "total_energy_ha": -270.2837,
  "lumo_energy_ev": 1.138,
  "smiles": "CCN.CCN"
}